Formula: C31H67N2O12
Source: the OMol25 dataset
Level of theory: ωB97M-V with the def2-TZVPD basis set

The geometry in XYZ format:
```
112
Properties=species:S:1:pos:R:3:forces:R:3:lowdin_charge:R:1
C -3.268043 6.011134 0.406776 0.496 -0.055 -0.827 -0.036
C -3.097522 5.425015 -1.123746 -3.956 0.626 -2.011 -0.322
O -4.187553 5.513501 -1.918279 7.002 -0.957 4.026 -0.080
N -1.749103 4.882928 -1.544812 -3.565 -0.598 0.494 -0.006
C -1.863118 3.937437 -2.734876 -0.307 -0.663 -0.254 -0.207
C -0.639643 2.828554 -2.701791 0.720 0.692 -0.424 -0.158
C 0.279670 2.991950 -4.063779 0.192 -0.027 -0.681 -0.181
C 0.438997 1.593519 -4.918773 1.588 -0.269 -0.623 -0.156
C 0.013061 1.803350 -6.523422 0.323 1.871 2.741 -0.194
C 1.170448 2.789017 -7.139030 0.990 1.083 0.551 -0.136
O 1.939306 2.209496 -8.265353 -3.012 -0.214 0.325 -0.164
C 0.905916 1.896484 -9.266601 -0.796 1.628 -0.424 -0.147
C -0.132450 0.746401 -8.737848 0.066 -0.258 -3.974 -0.090
N -0.063706 0.441007 -7.253738 -1.159 2.765 -0.013 -0.094
C -1.369660 -0.152405 -6.846447 -2.508 -5.172 0.755 -0.087
C -1.387661 -1.897469 -7.192965 2.991 -0.953 -2.197 -0.110
C 0.074032 -2.523530 -7.886233 -5.254 0.148 -0.392 -0.002
O -1.334581 -2.293717 -8.706165 2.209 1.116 4.952 -0.202
H -2.209475 6.284446 0.825913 -2.104 -0.507 -0.637 0.085
H -3.780460 5.204013 1.103687 1.097 1.682 -1.588 0.093
H -3.947809 6.975970 0.315104 1.477 -2.201 0.238 0.104
H -1.259493 4.438139 -0.734702 -0.743 0.679 -0.878 0.113
H -2.884289 3.339176 -2.739738 1.944 1.440 0.162 0.130
H -1.864898 4.617831 -3.696513 0.194 -1.577 1.866 0.126
H 0.077390 3.026414 -1.780186 -1.593 -0.364 -1.858 0.120
H -1.012962 1.715260 -2.602461 0.530 2.367 -0.251 0.113
H 1.372606 3.392209 -3.798655 -2.525 -0.902 -0.560 0.134
H -0.194551 3.778811 -4.826356 0.915 -1.539 1.910 0.114
H -0.056589 0.656729 -4.428557 0.654 1.910 -0.844 0.098
H 1.610700 1.371722 -4.953656 -2.479 0.134 0.066 0.123
H -1.056475 2.325570 -6.473983 2.256 -1.335 -0.721 0.185
H 1.984507 3.040955 -6.302795 -1.900 -0.764 -1.860 0.155
H 0.696508 3.826647 -7.446312 0.820 -2.149 0.382 0.152
H 0.263974 2.895565 -9.392490 1.292 -2.073 0.144 0.141
H 1.347978 1.691082 -10.354679 -0.704 0.015 2.779 0.165
H 0.057243 -0.208291 -9.429368 -0.546 1.786 2.106 0.152
H -1.222379 1.118864 -9.051975 2.393 -0.944 1.220 0.171
H 0.802869 -0.045749 -6.938860 -0.927 -0.222 -0.484 0.168
H -2.324329 0.243309 -7.392300 2.358 -0.237 0.826 0.159
H -1.603758 -0.189685 -5.702305 1.000 0.628 -2.134 0.139
H -2.006286 -2.638100 -6.386470 1.688 2.313 -2.640 0.185
H 0.926889 -1.800873 -8.221610 -1.684 -1.778 0.628 0.095
H 0.114505 -3.701202 -7.854083 0.640 2.837 0.212 0.136
C 1.536275 -2.002935 -4.358277 0.667 -0.571 -0.001 -0.105
O 2.711182 -2.624596 -4.854935 -0.350 0.442 0.247 -0.196
C 3.628379 -1.688549 -5.421617 0.141 -0.672 0.257 -0.191
C 5.063761 -2.205006 -5.303192 0.160 0.228 0.245 -0.164
O 5.615935 -2.057513 -3.987719 -0.511 -0.223 -0.311 -0.128
C 5.090125 -2.935239 -2.982446 0.427 -0.145 0.032 -0.167
C 5.549297 -4.385998 -3.142390 -0.672 0.128 -0.282 -0.185
O 4.820989 -5.027817 -4.192763 0.305 0.231 -0.112 -0.215
C 5.560174 -6.071631 -4.802539 -0.231 0.056 0.080 -0.108
H 0.966644 -1.558527 -5.178475 -0.236 0.190 -0.126 0.046
H 0.925519 -2.766175 -3.871314 0.073 0.018 -0.165 0.101
H 1.788830 -1.242556 -3.615047 -0.051 0.185 -0.009 0.089
H 3.552937 -0.718506 -4.918619 0.033 0.032 0.073 0.119
H 3.364913 -1.567064 -6.475723 0.091 0.178 -0.285 0.113
H 5.697383 -1.593537 -5.953947 -0.077 0.069 0.151 0.130
H 5.159365 -3.235085 -5.657072 -0.306 0.049 0.114 0.121
H 4.003902 -2.853108 -2.916741 0.017 -0.226 -0.146 0.114
H 5.489113 -2.560756 -2.033320 0.088 -0.019 -0.187 0.129
H 5.350444 -4.940560 -2.221573 0.154 0.074 0.221 0.127
H 6.623787 -4.405153 -3.349481 0.012 0.044 -0.006 0.128
H 6.505252 -5.691945 -5.203344 0.091 -0.072 0.058 0.088
H 4.972521 -6.469893 -5.633529 -0.020 0.082 0.183 0.089
H 5.751215 -6.874804 -4.084152 0.128 -0.050 -0.076 0.090
C -0.149905 0.931861 5.416006 -0.303 0.198 0.295 -0.102
O -0.926842 2.080262 5.717808 0.102 -0.023 -0.447 -0.208
C -0.328669 3.286528 5.242757 -0.660 -0.112 0.335 -0.191
C -1.401366 4.336042 4.944566 0.220 -0.055 -0.136 -0.168
O -2.093256 4.108842 3.708935 -0.085 -0.289 0.255 -0.151
C -3.003196 3.000164 3.691822 -0.168 0.343 -0.001 -0.175
C -4.279124 3.249169 4.498748 0.542 -0.398 0.463 -0.189
O -4.019589 3.113424 5.898699 0.013 0.370 -0.247 -0.208
C -4.896159 3.897767 6.688761 0.149 -0.250 -0.019 -0.108
H 0.802688 0.967145 5.950817 0.129 -0.107 -0.087 0.089
H -0.706932 0.048646 5.735919 0.054 0.148 0.070 0.085
H 0.021183 0.855911 4.339292 0.149 0.001 -0.097 0.083
H 0.253123 3.099161 4.333859 -0.004 -0.001 -0.038 0.122
H 0.339455 3.653085 6.026694 0.168 0.215 -0.059 0.126
H -0.902982 5.303510 4.824272 0.007 -0.127 -0.132 0.126
H -2.104348 4.450923 5.774058 0.102 -0.288 -0.036 0.119
H -2.503845 2.076043 3.987785 -0.107 0.071 0.258 0.117
H -3.290162 2.876997 2.641704 -0.014 0.149 0.054 0.116
H -5.035412 2.505696 4.233677 -0.125 0.003 -0.261 0.125
H -4.661915 4.249050 4.271835 0.017 0.049 -0.020 0.123
H -4.823197 4.954381 6.412674 -0.116 0.043 -0.032 0.087
H -4.599143 3.797316 7.735749 0.003 -0.103 -0.185 0.091
H -5.927416 3.549265 6.575987 -0.080 0.132 0.035 0.088
C -1.408338 -1.377562 10.971667 -0.070 -0.428 -0.089 -0.107
O -1.555156 -2.506285 10.124336 0.220 0.322 -0.157 -0.208
C -2.125137 -2.170778 8.858983 0.268 -0.605 0.231 -0.190
C -1.653898 -3.149854 7.781755 0.041 0.273 -0.008 -0.171
O -0.317505 -2.896748 7.326660 -0.077 -0.151 0.390 -0.144
C 0.732947 -3.219251 8.248611 0.035 -0.206 -0.311 -0.170
C 0.948864 -4.724164 8.421065 -0.474 0.311 0.567 -0.189
O -0.064840 -5.281350 9.262252 -0.038 -0.054 -0.435 -0.209
C -0.313870 -6.646510 8.975736 0.024 0.265 0.231 -0.111
H -2.388252 -0.972672 11.237254 0.007 0.183 0.041 0.087
H -0.895292 -1.697398 11.881161 -0.119 -0.076 -0.119 0.090
H -0.798560 -0.610589 10.487646 -0.048 0.156 -0.031 0.084
H -1.846746 -1.152813 8.565851 0.021 0.012 -0.022 0.121
H -3.211991 -2.229435 8.962035 -0.166 0.091 -0.205 0.125
H -2.290557 -3.015130 6.901207 0.120 0.131 0.036 0.124
H -1.773043 -4.191008 8.093586 0.065 0.180 0.235 0.118
H 0.587481 -2.713013 9.204387 -0.124 -0.256 0.061 0.117
H 1.643920 -2.798832 7.808563 -0.124 -0.096 -0.093 0.125
H 1.911528 -4.906562 8.905830 0.242 0.054 -0.137 0.124
H 0.943443 -5.205872 7.438360 -0.021 0.013 -0.049 0.123
H -0.608306 -6.773608 7.929250 0.078 -0.084 -0.067 0.085
H -1.139673 -6.985690 9.606211 0.155 0.136 -0.002 0.090
H 0.572238 -7.250596 9.193813 -0.018 -0.129 -0.097 0.087
```
Forces are in eV/Å.

Total charge   +1
Calculated total energy   -60761.60941 eV
HOMO-LUMO gap   0.2829 Ha